a) DFT (ωB97M-V/def2-TZVPD) results for 8 unconnected molecules or ions with the total composition C32H40F24O16.

- 2S+1 = 1
- SMILES = CCOC(=O)C(F)(F)F.CCOC(=O)C(F)(F)F.CCOC(=O)C(F)(F)F.CCOC(=O)C(F)(F)F.CCOC(=O)C(F)(F)F.CCOC(=O)C(F)(F)F.CCOC(=O)C(F)(F)F.CCOC(=O)C(F)(F)F

Atoms and positions in Å:
1 C -2.7267 -4.2977 -0.9172
2 C -3.6359 -4.4532 -2.0710
3 O -3.6398 -3.3760 -2.9629
4 C -4.7412 -3.1716 -3.7606
5 O -5.8308 -3.6550 -3.3985
6 C -4.5120 -2.3659 -5.0330
7 F -5.5548 -1.4656 -5.2143
8 F -3.3677 -1.7093 -4.9648
9 F -4.4928 -3.2013 -6.0443
10 H -2.6412 -5.2743 -0.4407
11 H -3.1535 -3.5843 -0.2122
12 H -1.7867 -3.9075 -1.3073
13 H -4.6227 -4.7319 -1.7015
14 H -3.3898 -5.1952 -2.8306
15 C 2.1483 6.5830 7.0604
16 C 2.8044 6.8932 8.4415
17 O 2.4829 8.2212 8.9364
18 C 2.4310 8.5122 10.2105
19 O 2.5768 7.6830 11.1107
20 C 1.9696 9.9593 10.5268
21 F 2.4315 10.3117 11.7498
22 F 2.4177 10.8302 9.5727
23 F 0.6770 10.0901 10.3615
24 H 2.3652 5.6197 6.5988
25 H 2.3847 7.2736 6.2508
26 H 1.0854 6.3486 7.1194
27 H 3.8888 6.7904 8.4839
28 H 2.5786 6.1755 9.2301
29 C 0.5314 4.9257 -11.8153
30 C 0.0614 3.7897 -10.8296
31 O -0.4437 4.3636 -9.6808
32 C -1.0491 3.7450 -8.6493
33 O -0.9376 2.5919 -8.4023
34 C -1.6712 4.6688 -7.5510
35 F -2.9750 4.2993 -7.5366
36 F -1.0065 4.4824 -6.3819
37 F -1.6236 5.9448 -7.9071
38 H 1.0640 4.5390 -12.6842
39 H 1.1552 5.7250 -11.4151
40 H -0.2961 5.3414 -12.3902
41 H 0.8137 3.0469 -10.5641
42 H -0.7539 3.2284 -11.2861
43 C -11.1146 -2.2680 -2.9691
44 C -10.5057 -1.2994 -3.9711
45 O -9.8560 -0.3443 -3.1414
46 C -9.3801 0.8160 -3.7329
47 O -9.7662 1.2778 -4.8300
48 C -8.5338 1.7293 -2.7751
49 F -8.1156 1.2288 -1.6162
50 F -7.5601 2.2170 -3.4869
51 F -9.3413 2.7548 -2.4833
52 H -11.3849 -1.8736 -1.9896
53 H -10.3177 -2.9911 -2.7953
54 H -11.9923 -2.8093 -3.3221
55 H -11.2944 -0.8309 -4.5598
56 H -9.6544 -1.6638 -4.5460
57 C 2.8843 -6.3690 7.9493
58 C 4.1892 -5.5546 7.6850
59 O 3.7691 -4.1749 7.7111
60 C 4.6709 -3.1783 8.0378
61 O 5.8430 -3.2823 8.4216
62 C 4.0369 -1.7543 7.8311
63 F 3.9546 -1.1034 9.0432
64 F 4.8412 -1.0957 7.0296
65 F 2.8437 -1.8406 7.2364
66 H 3.0286 -7.4458 8.0372
67 H 2.1280 -6.2405 7.1749
68 H 2.4331 -6.0081 8.8735
69 H 4.6551 -5.7701 6.7234
70 H 4.8087 -5.7786 8.5534
71 C 7.8891 -1.7833 2.8534
72 C 7.3964 -3.1829 3.1637
73 O 6.0009 -3.1184 2.9713
74 C 5.2631 -4.2265 2.8459
75 O 5.7746 -5.3408 3.0486
76 C 3.7607 -4.0514 2.5008
77 F 3.4224 -2.7516 2.4098
78 F 3.5237 -4.6418 1.4109
79 F 3.0303 -4.6148 3.4091
80 H 7.4909 -1.0227 3.5250
81 H 7.6523 -1.3949 1.8629
82 H 8.9684 -1.8949 2.9574
83 H 7.6370 -3.3791 4.2086
84 H 7.8379 -3.9269 2.5007
85 C -2.4956 1.0397 -1.1326
86 C -0.9675 1.2779 -1.1735
87 O -0.5763 1.6114 0.1788
88 C -0.6594 0.7161 1.2222
89 O -1.1173 -0.4394 1.2512
90 C -0.2274 1.3347 2.5984
91 F 0.7589 0.5815 3.0912
92 F 0.2850 2.5576 2.4733
93 F -1.3091 1.4044 3.4443
94 H -2.9590 1.4818 -2.0146
95 H -2.9658 1.5257 -0.2777
96 H -2.8034 0.0113 -0.9432
97 H -0.7238 2.1354 -1.8008
98 H -0.4844 0.4106 -1.6236
99 C 1.8136 -0.9987 -5.4355
100 C 2.0363 -2.4550 -4.8592
101 O 3.2822 -2.4896 -4.3237
102 C 3.6941 -2.3496 -3.0207
103 O 2.9680 -1.9686 -2.0852
104 C 5.2360 -2.5470 -2.7413
105 F 6.0722 -2.3803 -3.7908
106 F 5.5942 -1.6601 -1.8399
107 F 5.4087 -3.7410 -2.2891
108 H 0.7904 -0.9597 -5.8093
109 H 2.3887 -0.6754 -6.3032
110 H 1.8252 -0.2718 -4.6234
111 H 1.8763 -3.2423 -5.5958
112 H 1.3272 -2.5210 -4.0340

Atomic partial charges in e from the Löwdin method, atoms 1 to 4: atom 1 (C): -0.051, atom 2 (C): -0.270, atom 3 (O): 0.002, atom 4 (C): -0.290


b) DFT (ωB97M-V/def2-TZVPD) results for 8 unconnected molecules or ions with the total composition C32H40F24O16.

- 2S+1 = 1
- SMILES = CCOC(=O)C(F)(F)F.CCOC(=O)C(F)(F)F.CCOC(=O)C(F)(F)F.CCOC(=O)C(F)(F)F.CCOC(=O)C(F)(F)F.CCOC(=O)C(F)(F)F.CCOC(=O)C(F)(F)F.CCOC(=O)C(F)(F)F

Atoms and positions in Å:
1 C -4.6288 -13.6160 6.5347
2 C -4.1960 -14.6755 7.5128
3 O -5.2681 -14.9619 8.4158
4 C -4.9994 -15.7714 9.4179
5 O -3.9741 -16.3713 9.5496
6 C -6.1465 -15.8871 10.4351
7 F -7.3342 -15.9807 9.8277
8 F -5.9745 -16.9682 11.1859
9 F -6.1380 -14.8150 11.2347
10 H -3.7650 -13.4383 5.8860
11 H -4.7612 -12.6204 6.9715
12 H -5.5286 -13.8853 5.9905
13 H -3.2329 -14.4548 7.9761
14 H -3.9895 -15.5864 6.9400
15 C -3.8821 -8.6930 6.4200
16 C -3.3763 -9.2553 7.7415
17 O -4.3272 -10.2040 8.2447
18 C -4.2462 -10.5011 9.5197
19 O -3.4340 -10.0934 10.3014
20 C -5.3671 -11.4517 9.9921
21 F -4.8178 -12.6299 10.2710
22 F -5.9094 -10.9375 11.1006
23 F -6.3456 -11.6129 9.1006
24 H -4.6770 -7.9769 6.6227
25 H -4.3002 -9.4620 5.7733
26 H -3.0322 -8.2638 5.8931
27 H -3.3048 -8.4317 8.4531
28 H -2.4005 -9.7237 7.6155
29 C -0.1868 -16.0590 2.3505
30 C 0.6351 -16.0132 3.6363
31 O -0.1918 -16.1581 4.8007
32 C -0.6062 -17.3756 5.1113
33 O -0.4194 -18.3800 4.5038
34 C -1.3952 -17.3569 6.4476
35 F -0.8812 -18.2871 7.2644
36 F -1.3572 -16.1776 7.0587
37 F -2.6800 -17.6714 6.2118
38 H -0.5125 -17.0886 2.2092
39 H 0.4284 -15.7800 1.4968
40 H -1.0361 -15.3819 2.4289
41 H 1.0980 -15.0382 3.7793
42 H 1.4311 -16.7560 3.5689
43 C -5.1429 -11.4632 3.5287
44 C -3.8595 -10.8418 3.0650
45 O -2.7844 -11.0773 4.0017
46 C -2.1107 -12.2030 3.8612
47 O -2.3472 -13.0824 3.0908
48 C -0.9621 -12.2895 4.8827
49 F -1.0514 -13.4344 5.5532
50 F 0.2023 -12.2884 4.2111
51 F -0.9419 -11.2790 5.7467
52 H -5.0526 -12.5437 3.6530
53 H -5.9460 -11.3683 2.7888
54 H -5.6270 -11.0840 4.4297
55 H -3.9482 -9.7533 3.0761
56 H -3.5811 -11.1205 2.0520
57 C 0.9982 -10.0546 10.9432
58 C -0.0400 -10.8262 10.1703
59 O 0.0403 -12.2123 10.5372
60 C -0.5392 -13.0753 9.7293
61 O -1.1679 -12.8200 8.7413
62 C -0.2951 -14.5343 10.1663
63 F 0.4483 -14.6181 11.2724
64 F -1.4684 -15.1333 10.3877
65 F 0.3500 -15.1758 9.1842
66 H 0.9906 -10.2674 12.0075
67 H 0.8141 -8.9884 10.7908
68 H 1.9983 -10.2192 10.5339
69 H 0.0057 -10.6498 9.0963
70 H -1.0327 -10.4698 10.4612
71 C -7.4339 -13.8490 18.4029
72 C -7.2906 -14.5661 17.0811
73 O -7.2064 -13.5779 16.0426
74 C -7.2263 -13.9076 14.7668
75 O -7.5361 -14.9583 14.2962
76 C -6.9139 -12.6786 13.8741
77 F -7.8172 -12.5900 12.9043
78 F -6.8697 -11.5415 14.5528
79 F -5.7101 -12.8818 13.3069
80 H -8.1557 -13.0377 18.2876
81 H -6.5006 -13.3956 18.7330
82 H -7.8168 -14.5287 19.1604
83 H -8.1882 -15.1594 16.8879
84 H -6.4370 -15.2435 17.0963
85 C -4.7238 -17.2269 14.3301
86 C -5.5278 -17.5739 15.5688
87 O -5.4521 -19.0005 15.7336
88 C -5.9990 -19.4620 16.8373
89 O -6.4553 -18.8173 17.7361
90 C -5.9852 -21.0063 16.8818
91 F -5.7919 -21.4310 18.1333
92 F -7.1651 -21.4829 16.4643
93 F -5.0335 -21.5138 16.1069
94 H -5.0971 -16.3030 13.8912
95 H -4.8591 -18.0073 13.5794
96 H -3.6557 -17.1697 14.5273
97 H -6.5554 -17.2199 15.5159
98 H -5.0529 -17.0953 16.4282
99 C -11.0234 -15.1231 3.0328
100 C -10.0465 -15.1865 1.8618
101 O -8.7612 -15.7012 2.2014
102 C -7.9133 -14.8737 2.7690
103 O -8.1579 -13.7907 3.2079
104 C -6.4580 -15.3921 2.7430
105 F -6.0305 -15.5935 3.9955
106 F -6.3212 -16.5350 2.0667
107 F -5.6855 -14.4668 2.1744
108 H -10.5608 -14.9799 4.0034
109 H -11.6137 -16.0418 3.0505
110 H -11.7565 -14.3353 2.8545
111 H -9.9551 -14.2274 1.3477
112 H -10.4428 -15.8618 1.1057

Atomic partial charges in e from the Löwdin method, atoms 1 to 4: atom 1 (C): -0.034, atom 2 (C): -0.195, atom 3 (O): 0.048, atom 4 (C): -0.402


Which structure is most stable? b), by 0.2084 hartree over the runner-up.